1.
Below is 2 unconnected molecules or ions with the total composition FHNO3S in a non-equilibrium geometry, with properties calculated with ωB97M-V/def2-TZVPD.

Each line ends with the Mulliken charge.
Geometry (Å):
1 S -0.848 0.481 0.222  1.028
2 F 2.131 -0.118 -0.703  -0.190
3 O -0.871 0.830 -1.169  -0.519
4 O -1.818 -0.489 0.604  -0.544
5 O -0.510 1.492 1.167  -0.553
6 N 1.236 -0.741 0.152  -0.437
7 H 0.680 -1.455 -0.274  0.215

The value obtained for the HOMO energy (alpha / beta) is -0.15379 / -0.15375 hartree. Its total charge is -1. The energy above the lowest of the compared OMol25 structures with the same formula, charge and spin is 20.2 kcal per mole. The total energy is -779.080515 a.u. For the lowest unoccupied orbital energy (alpha / beta), the calculation gives 4.09 / 4.09 eV.


2.
Below is a molecular structure, FIrNO3S2 in a non-equilibrium geometry, with properties calculated with ωB97M-V/def2-TZVPD.

Each line ends with the Mulliken spin population.
Geometry (Å):
1 Ir 1.418 -0.371 1.154  2.573
2 S -1.639 -0.396 0.663  0.186
3 S 0.301 0.484 -1.195  0.024
4 F 2.955 0.458 1.083  0.218
5 O 0.653 1.534 -2.167  0.037
6 O -0.289 -0.994 1.184  0.124
7 O -2.318 -1.437 -0.152  0.628
8 N -1.081 0.723 -0.570  0.210

The value obtained for the HOMO energy (alpha / beta) is -0.55732 / -0.56143 hartree. The multiplicity is 5. Its total charge is +1. The energy above the lowest of the compared OMol25 structures with the same formula, charge and spin is 3.2 kcal per mole. The total energy is -1280.485783 a.u. For the lowest unoccupied orbital energy (alpha / beta), the calculation gives -6.98 / -10.11 eV.


3.
Below is a molecular structure, FNO2S2Sr in a non-equilibrium geometry, with properties calculated with ωB97M-V/def2-TZVPD.

Each line ends with the Mulliken charge.
Geometry (Å):
1 Sr 0.997 -1.436 0.194  1.734
2 S 0.745 1.248 -0.895  0.006
3 S -1.819 0.602 0.353  0.681
4 F 2.555 0.199 0.890  -0.840
5 O -1.090 -0.771 0.336  -0.872
6 O -2.953 0.548 -0.618  -0.552
7 N -0.691 1.717 -0.504  -0.156

The value obtained for the HOMO energy (alpha / beta) is -0.31372 / -0.31379 hartree. The total energy is -1132.189331 a.u. For the lowest unoccupied orbital energy (alpha / beta), the calculation gives -1.49 / -1.49 eV.


4.
Below is FNO3 in the gas phase in a non-equilibrium geometry, with properties calculated with ωB97M-V/def2-TZVPD.

Each line ends with the Mulliken charge.
Geometry (Å):
1 F 0.192 1.719 -0.198  -0.072
2 O -0.064 0.506 -0.804  -0.026
3 O 0.191 -0.173 1.204  -0.520
4 O -0.270 -1.568 -0.316  -0.531
5 N -0.049 -0.485 0.113  1.149

The value obtained for the HOMO energy is -0.46082 hartree. The structure (SMILES) is O=[N+]([O-])OF. The energy above the lowest of the compared OMol25 structures with the same formula, charge and spin is 1.9 kcal per mole. The total energy is -380.070428 a.u. For the lowest unoccupied orbital energy, the calculation gives 0.03 eV.


5.
Below is FNO3S2 in the gas phase in a non-equilibrium geometry, with properties calculated with ωB97M-V/def2-TZVPD.

Each line ends with the Mulliken charge.
Geometry (Å):
1 S -1.485 -0.431 -0.043  0.819
2 S 1.055 -0.020 -0.182  0.836
3 F -0.434 -0.429 1.424  -0.357
4 O 0.824 1.361 0.032  -0.405
5 O -0.247 -0.616 -1.026  -0.168
6 O -1.970 0.895 -0.120  -0.337
7 N 2.258 -0.760 -0.085  -0.388

The value obtained for the HOMO energy is -0.41587 hartree. The energy above the lowest of the compared OMol25 structures with the same formula, charge and spin is 56.2 kcal per mole. The total energy is -1176.558163 a.u. For the lowest unoccupied orbital energy, the calculation gives -1.28 eV.


6.
Below is a molecular structure, FNO4PtS2 in a non-equilibrium geometry, with properties calculated with ωB97M-V/def2-TZVPD.

Each line ends with the Mulliken spin population.
Geometry (Å):
1 Pt -1.239 -0.087 -2.052  1.752
2 S 0.671 1.207 0.318  0.001
3 S -0.546 -1.402 0.611  0.023
4 F -0.097 1.030 -1.223  0.086
5 O 0.097 -2.589 1.102  0.050
6 O -1.174 -1.409 -0.705  0.103
7 O -0.081 2.247 0.930  0.004
8 O 2.051 1.233 -0.023  0.009
9 N 0.318 -0.230 1.041  -0.027

The value obtained for the HOMO energy (alpha / beta) is -0.78905 / -0.78833 hartree. The multiplicity is 3. Its total charge is +2. The total energy is -1370.110533 a.u. For the lowest unoccupied orbital energy (alpha / beta), the calculation gives -13.65 / -15.11 eV.